Entry 1:
Formula: CH3FO2S
Source: OMol25
Level of theory: ωB97M-V/def2-TZVPD

Its lowest unoccupied orbital energy (spin up / spin down) is -1.880 / -1.880 eV. As for the HOMO energy (spin up / spin down): -9.68 / -9.68 eV. Its net charge is 0.

Structure (XYZ):
```
8
Properties=species:S:1:pos:R:3:lowdin_charge:R:1
C -0.3433 -1.0766 -0.3970 -0.47
O 3.0634 -0.4100 0.9252 -0.70
O -1.1191 -1.8349 -1.1515 -0.06
F -0.8417 -0.0496 0.3359 -0.02
S 3.8982 0.2586 -0.1656 0.70
H 0.4375 -1.5727 0.2649 0.13
H 0.2833 -0.5033 -1.0997 0.12
H -1.9835 -2.3645 -0.3561 0.30
```

Entry 2:
Formula: CH3FP2
Source: OMol25
Level of theory: ωB97M-V/def2-TZVPD

Its SMILES is [H]/P=C(/F)P. Its lowest unoccupied orbital energy (spin up / spin down) is -0.497 / -1.235 eV. As for the HOMO energy (spin up / spin down): -8.91 / -8.49 eV. Its net charge is 0.

Structure (XYZ):
```
7
Properties=species:S:1:pos:R:3:lowdin_charge:R:1
C -0.5600 0.6328 0.2317 -0.78
F -1.2344 1.8090 0.2852 -0.13
P -1.7714 -1.0887 -0.1814 0.64
P 1.1031 0.6955 -0.4437 0.76
H -0.6128 -2.0279 -0.0051 -0.19
H 1.6867 0.6723 0.6782 -0.19
H 1.3888 -0.6931 -0.5649 -0.11
```

Entry 3:
Formula: CH3FS
Source: OMol25
Level of theory: ωB97M-V/def2-TZVPD

Its lowest unoccupied orbital energy is 0.733 eV. As for the HOMO energy: -9.57 eV. Its net charge is 0.

Structure (XYZ):
```
6
Properties=species:S:1:pos:R:3:lowdin_charge:R:1
C 0.0806 0.3382 0.3495 -0.66
F -0.9315 1.1296 -0.1561 -0.11
S -0.2623 -1.3977 0.1804 0.68
H 1.1244 0.4967 -0.4746 0.15
H 0.4779 0.5261 1.2896 0.02
H -0.4890 -1.0929 -1.1887 -0.07
```

Entry 4:
Formula: CH3I2N2
Source: OMol25
Level of theory: ωB97M-V/def2-TZVPD

Its lowest unoccupied orbital energy is -5.094 eV. As for the HOMO energy: -13.58 eV. Its net charge is +1.

Structure (XYZ):
```
8
Properties=species:S:1:pos:R:3:lowdin_charge:R:1
C 2.9572 -1.1662 -0.1763 -0.65
N 1.9705 -1.7291 -0.0537 0.20
N -0.2226 0.5751 0.1281 -0.35
I 4.6182 -0.0913 -0.0058 1.18
I -1.1905 -1.3445 0.0140 0.87
H 1.0010 -1.5711 -0.1935 -0.16
H -0.8448 1.1452 0.7001 -0.01
H -0.3813 0.9346 -0.7320 -0.09
```

Entry 5:
Formula: CH3I2P
Source: OMol25
Level of theory: ωB97M-V/def2-TZVPD

Its SMILES is C=PI.I. Its lowest unoccupied orbital energy is -0.253 eV. As for the HOMO energy: -9.25 eV. Its net charge is 0.

Structure (XYZ):
```
7
Properties=species:S:1:pos:R:3:lowdin_charge:R:1
C 2.5493 -0.2575 -0.3104 -0.55
P 1.4231 -0.7534 0.7543 0.35
I -0.3694 0.7085 0.0756 0.27
I -4.8391 -0.5339 -0.0550 0.29
H 3.4715 -0.8098 -0.4601 -0.01
H 2.3419 0.7205 -0.7329 -0.05
H -4.5774 0.9255 0.7284 -0.29
```

Entry 6:
Formula: CH3I2PS2
Source: OMol25
Level of theory: ωB97M-V/def2-TZVPD

Its lowest unoccupied orbital energy (spin up / spin down) is -2.267 / -2.276 eV. As for the HOMO energy (spin up / spin down): -7.61 / -7.59 eV. Its net charge is 0.

Structure (XYZ):
```
9
Properties=species:S:1:pos:R:3:lowdin_charge:R:1
C 0.8852 0.4879 1.5110 -0.42
P 0.5318 -1.0579 -1.0300 -0.14
S -3.8661 0.5661 -0.9111 -0.46
S 1.1133 0.7837 -0.2904 0.35
I 0.9005 -0.6572 -3.3153 0.36
I -2.5034 -1.2398 -1.3337 0.25
H 1.8422 0.0038 1.6392 0.01
H 0.1241 -0.2609 1.5877 0.01
H 0.9725 1.3744 2.1425 0.05
```

Entry 7:
Formula: CH3I3N2O2S
Source: OMol25
Level of theory: ωB97M-V/def2-TZVPD

Its lowest unoccupied orbital energy is -0.770 eV. As for the HOMO energy: -9.12 eV. Its net charge is 0.

Structure (XYZ):
```
12
Properties=species:S:1:pos:R:3:lowdin_charge:R:1
C 1.0493 -0.7442 -0.5378 -1.42
N -1.5122 -0.3931 0.7236 0.00
N 0.8390 0.3978 0.1755 -0.89
O -1.0836 0.7667 -1.3365 -0.27
O -0.9274 2.0561 0.7611 -0.30
S -0.7855 0.8849 0.0196 0.39
I 1.6829 -2.3484 0.8793 0.62
I 2.4146 -0.5403 -2.1040 0.78
I 2.1337 1.9385 0.2705 0.94
H -0.0194 -1.1461 -0.7722 0.04
H -1.5693 -0.1355 1.6798 0.08
H -2.2221 -0.7365 0.2410 0.03
```

Entry 8:
Formula: CH3I3Si
Source: OMol25
Level of theory: ωB97M-V/def2-TZVPD

Its lowest unoccupied orbital energy (spin up / spin down) is -1.385 / -3.484 eV. As for the HOMO energy (spin up / spin down): -9.69 / -7.70 eV. Its net charge is 0.

Structure (XYZ):
```
8
Properties=species:S:1:pos:R:3:lowdin_charge:R:1
C -0.0303 0.5784 0.4480 -0.43
Si -1.2768 -0.7914 0.2503 -0.34
I -0.5202 -2.6013 -1.1456 0.35
I 4.5626 -0.0445 -0.5261 0.01
I -3.4582 0.1867 -0.4597 0.28
H 0.0911 1.1487 -0.5247 0.04
H -0.3384 1.4260 1.2064 0.06
H 0.9702 0.0975 0.7515 0.02
```

Entry 9:
Formula: CH3I5OSi2
Source: OMol25
Level of theory: ωB97M-V/def2-TZVPD

Its lowest unoccupied orbital energy is -2.411 eV. As for the HOMO energy: -8.72 eV. Its net charge is 0.

Structure (XYZ):
```
12
Properties=species:S:1:pos:R:3:lowdin_charge:R:1
C 0.1046 -0.1233 0.0051 -0.27
O 2.4944 -0.9988 -1.4790 -0.55
Si 1.3284 -1.4270 -0.5511 -0.54
Si 3.5360 -2.7580 -3.2873 -0.74
I 2.2317 -2.6327 1.4504 0.32
I -0.0658 -3.1729 -1.7351 0.29
I 1.9971 -2.5930 -5.1486 0.47
I 3.7312 -4.7616 -1.9496 0.47
I 5.5521 -1.4204 -3.5122 0.48
H 0.6059 0.6279 0.6034 0.03
H -0.3382 0.3620 -0.8590 0.03
H -0.6857 -0.5682 0.5982 0.02
```

Entry 10:
Formula: CH3INP
Source: OMol25
Level of theory: ωB97M-V/def2-TZVPD

Its lowest unoccupied orbital energy is -0.255 eV. As for the HOMO energy: -7.39 eV. Its net charge is 0.

Structure (XYZ):
```
7
Properties=species:S:1:pos:R:3:lowdin_charge:R:1
C -1.4028 -0.1929 -0.2922 -0.18
N -1.8611 0.9608 -0.0695 -0.68
P -2.2755 2.3695 0.0968 0.71
I 4.6355 -1.1717 -0.0641 0.39
H -1.9456 -0.8607 -1.0337 0.08
H -0.8872 -0.7827 0.4763 0.06
H 3.7367 -0.3223 0.8865 -0.39
```